The following is a quantum chemistry calculation of 8 unconnected molecules or ions with the total composition C54H121N9O8 at a distorted geometry, from OMol25.

Last column: Löwdin charge in e.
CARTESIAN COORDINATES (ANGSTROEM)
1 C -4.81 4.34 3.94  -0.050
2 C -4.94 2.92 3.34  -0.470
3 C -4.44 2.95 1.89  -0.031
4 C -3.96 1.98 4.16  -0.120
5 C -4.15 0.46 4.07  -0.190
6 C -5.60 0.14 4.39  -0.146
7 C -6.62 0.90 3.56  -0.493
8 C -6.60 0.22 2.17  -0.041
9 C -7.98 0.68 4.15  -0.058
10 N -6.32 2.40 3.51  -0.099
11 O -7.38 3.15 2.93  -0.010
12 H -5.11 4.48 4.98  0.079
13 H -3.78 4.69 3.98  0.084
14 H -5.42 5.09 3.43  0.076
15 H -3.59 3.61 1.71  0.085
16 H -4.31 1.94 1.50  0.063
17 H -5.27 3.43 1.36  0.082
18 H -2.94 2.10 3.78  0.112
19 H -3.92 2.24 5.22  0.113
20 H -3.78 0.17 3.09  0.075
21 H -3.42 -0.06 4.69  0.101
22 H -5.81 0.37 5.43  0.128
23 H -5.71 -0.92 4.14  0.121
24 H -7.05 -0.75 2.36  0.083
25 H -5.66 -0.05 1.69  0.061
26 H -7.17 0.81 1.46  0.086
27 H -8.07 -0.33 4.55  0.087
28 H -8.87 0.85 3.56  0.087
29 H -8.10 1.30 5.03  0.088
30 H -7.48 3.83 3.59  0.095
31 C 0.61 7.99 -3.64  -0.067
32 C 0.94 6.58 -4.16  -0.433
33 C -0.36 5.82 -3.62  -0.037
34 C 1.05 6.59 -5.74  -0.130
35 C 1.42 5.22 -6.29  -0.196
36 C 2.79 4.91 -5.75  -0.166
37 C 2.96 4.89 -4.23  -0.502
38 C 2.40 3.60 -3.71  -0.049
39 C 4.48 5.01 -4.04  -0.024
40 N 2.21 6.01 -3.59  -0.065
41 O 2.23 6.04 -2.15  -0.035
42 H 1.43 8.67 -3.92  0.076
43 H -0.29 8.44 -4.06  0.087
44 H 0.71 8.14 -2.57  0.076
45 H -0.38 4.75 -3.77  0.056
46 H -0.33 5.92 -2.54  0.071
47 H -1.27 6.25 -4.05  0.077
48 H 0.11 6.97 -6.15  0.113
49 H 1.69 7.38 -6.11  0.114
50 H 0.63 4.52 -6.01  0.106
51 H 1.44 5.06 -7.37  0.114
52 H 3.38 5.66 -6.28  0.123
53 H 3.05 3.93 -6.14  0.126
54 H 1.38 3.27 -3.93  0.078
55 H 2.46 3.58 -2.62  0.054
56 H 3.08 2.75 -3.63  0.090
57 H 4.88 4.25 -4.71  0.083
58 H 4.64 4.70 -3.00  0.071
59 H 5.02 5.88 -4.40  0.089
60 H 2.87 6.69 -1.85  0.098
61 C -0.47 -6.74 6.48  -0.066
62 C 0.06 -5.49 5.75  -0.486
63 C 1.27 -5.07 6.65  -0.031
64 C 0.62 -5.95 4.45  -0.140
65 C 1.04 -4.69 3.55  -0.148
66 C -0.23 -3.87 3.31  -0.144
67 C -0.92 -3.40 4.66  -0.413
68 C -0.09 -2.12 5.16  -0.011
69 C -2.34 -2.99 4.28  -0.057
70 N -1.08 -4.50 5.69  -0.109
71 O -1.50 -4.07 6.94  -0.004
72 H 0.02 -7.71 6.48  0.085
73 H -0.67 -6.44 7.51  0.074
74 H -1.40 -7.14 6.06  0.077
75 H 1.48 -5.73 7.49  0.076
76 H 2.21 -5.02 6.10  0.073
77 H 1.14 -4.09 7.11  0.066
78 H 1.56 -6.49 4.59  0.116
79 H -0.02 -6.60 3.86  0.120
80 H 1.80 -4.09 4.05  0.101
81 H 1.50 -5.04 2.63  0.100
82 H -0.94 -4.40 2.67  0.112
83 H 0.11 -3.05 2.68  0.090
84 H 0.65 -2.28 5.94  0.060
85 H -0.73 -1.34 5.56  0.069
86 H 0.55 -1.67 4.41  0.072
87 H -2.92 -2.56 5.10  0.074
88 H -2.89 -3.77 3.75  0.087
89 H -2.35 -2.09 3.66  0.053
90 H -2.25 -4.66 7.04  0.105
91 C -1.38 -0.68 1.16  0.009
92 C -1.55 -0.97 -0.41  -0.426
93 C -2.59 -2.01 -0.61  -0.048
94 C -2.17 0.32 -1.07  -0.137
95 C -1.15 1.43 -1.22  -0.196
96 C 0.02 1.01 -2.03  -0.137
97 C 0.74 -0.28 -1.52  -0.427
98 C 1.53 -0.86 -2.71  -0.019
99 C 1.80 0.17 -0.45  -0.021
100 N -0.24 -1.32 -1.09  -0.158
101 O 0.27 -2.46 -0.69  0.013
102 H -0.64 0.11 1.32  0.059
103 H -2.20 -0.19 1.69  0.055
104 H -1.07 -1.49 1.82  0.047
105 H -2.28 -2.83 0.04  0.090
106 H -3.60 -1.67 -0.42  0.078
107 H -2.66 -2.40 -1.63  0.078
108 H -2.54 -0.05 -2.02  0.110
109 H -2.97 0.66 -0.40  0.110
110 H -1.66 2.36 -1.45  0.111
111 H -0.81 1.68 -0.21  0.105
112 H 0.68 1.86 -2.17  0.102
113 H -0.37 0.81 -3.03  0.121
114 H 0.89 -1.32 -3.45  0.068
115 H 2.24 -1.60 -2.33  0.069
116 H 2.05 -0.03 -3.17  0.082
117 H 2.68 0.76 -0.69  0.074
118 H 2.35 -0.67 -0.03  0.054
119 H 1.36 0.61 0.44  0.065
120 H -0.13 -3.10 -1.27  0.068
121 C 6.84 -2.84 -0.87  -0.024
122 C 6.17 -4.08 -0.24  -0.472
123 C 7.16 -4.75 0.78  -0.041
124 C 4.94 -3.63 0.62  -0.123
125 C 3.69 -3.27 -0.26  -0.171
126 C 3.29 -4.50 -1.03  -0.147
127 C 4.43 -5.03 -1.90  -0.480
128 C 3.98 -6.41 -2.33  -0.056
129 C 4.65 -4.21 -3.24  -0.016
130 N 5.68 -5.19 -1.12  -0.119
131 O 6.71 -5.76 -1.88  -0.007
132 H 7.72 -3.10 -1.45  0.078
133 H 6.22 -2.55 -1.72  0.054
134 H 6.97 -1.98 -0.20  0.085
135 H 7.33 -4.03 1.58  0.086
136 H 6.69 -5.66 1.13  0.083
137 H 8.07 -5.10 0.29  0.072
138 H 4.64 -4.45 1.27  0.106
139 H 5.19 -2.89 1.38  0.112
140 H 2.89 -2.83 0.34  0.090
141 H 4.00 -2.42 -0.87  0.092
142 H 2.37 -4.40 -1.60  0.111
143 H 2.92 -5.24 -0.33  0.122
144 H 4.60 -6.91 -3.08  0.085
145 H 2.95 -6.34 -2.67  0.083
146 H 3.85 -7.09 -1.49  0.088
147 H 4.82 -3.14 -3.27  0.063
148 H 3.69 -4.36 -3.73  0.073
149 H 5.38 -4.62 -3.94  0.077
150 H 7.18 -6.15 -1.15  0.081
151 C -5.82 -0.18 -1.86  -0.058
152 O -5.58 1.20 -2.31  -0.182
153 C -6.00 1.39 -3.63  -0.240
154 C -5.48 2.69 -4.20  -0.454
155 C -5.68 2.82 -5.66  -0.085
156 N -4.01 2.77 -3.95  0.056
157 H -6.05 -0.16 -0.80  0.071
158 H -4.86 -0.67 -2.01  0.058
159 H -6.52 -0.86 -2.35  0.091
160 H -5.72 0.51 -4.21  0.125
161 H -7.08 1.52 -3.73  0.130
162 H -5.98 3.52 -3.71  0.137
163 H -4.98 3.54 -6.08  0.081
164 H -6.68 3.06 -6.01  0.082
165 H -5.39 1.86 -6.08  0.080
166 H -3.78 2.20 -3.14  0.040
167 H -4.08 3.69 -3.54  0.065
168 C 7.05 2.83 2.51  -0.102
169 O 5.66 2.60 2.74  -0.172
170 C 4.93 2.50 1.54  -0.238
171 C 4.56 3.85 1.03  -0.404
172 C 3.41 4.50 1.93  -0.050
173 N 3.89 3.76 -0.21  0.027
174 H 7.56 2.78 3.47  0.088
175 H 7.21 3.86 2.18  0.075
176 H 7.55 2.19 1.78  0.087
177 H 5.42 1.84 0.83  0.123
178 H 4.05 1.90 1.78  0.126
179 H 5.43 4.50 1.00  0.135
180 H 2.53 3.90 2.17  0.071
181 H 2.98 5.41 1.49  0.064
182 H 3.79 4.77 2.91  0.062
183 H 3.50 4.55 -0.71  0.045
184 H 3.07 3.20 -0.08  0.062
185 N -1.11 -2.97 -3.74  0.182
186 C -1.00 -4.25 -3.66  -0.819
187 N -1.64 -4.90 -4.56  0.179
188 O -0.52 -4.78 -2.70  0.055
189 H -1.66 -2.58 -4.49  0.117
190 H -0.86 -2.36 -2.97  0.066
191 H -1.81 -5.87 -4.32  0.131
192 H -2.12 -4.39 -5.28  0.116

As for the molecular weight: 1024.6 g/mol. As for the total energy: -3224.3609 hartree. For the relative energy (zero: lowest compared OMol25 entry of this formula, charge and spin), the calculation gives 5.2936 eV. The value obtained for the largest force on an atom is 6.133 eV/A. Its SMILES is CC1(C)CCCC(C)(C)N1O.CC1(C)CCCC(C)(C)N1O.CC1(C)CCCC(C)(C)N1O.CC1(C)CCCC(C)(C)N1O.CC1(C)CCCC(C)(C)N1O.COC[C@H](C)N.COC[C@H](C)N.NC(N)=O.